The following is a DFT calculation (ωB97M-V/def2-TZVPD) of a 2-piece molecular cluster, C4H8BrN2S overall at a distorted geometry.

Values from the calculation:
gap between HOMO and LUMO = 9.3 eV
largest force on an atom = 1.04 eV/Å
HOMO level = -13.93 eV
lowest unoccupied orbital energy = -4.64 eV
energy above the lowest of the compared OMol25 structures with the same formula, charge and spin = 0.0000 eV
total charge = +1
E = -3238.67586 a.u.

Structure (XYZ):
```
16
Properties=species:S:1:pos:R:3:forces:R:3:mulliken_charge:R:1
Br -3.435077 0.020829 0.393108 0.920 0.035 -0.431 -0.23
S 0.991020 2.352604 0.567127 -0.555 0.143 -0.605 0.12
N -0.885961 2.023696 -1.329960 0.178 -0.276 0.237 -0.29
N 1.650688 0.997834 1.249271 0.561 -0.559 0.544 -0.54
C 1.609450 -1.410694 1.321087 0.106 -0.257 0.128 -1.16
C -0.037578 1.485230 -0.487563 -0.126 0.657 -0.160 0.31
C 0.177237 0.026970 -0.313625 -0.023 -0.130 0.068 -0.09
C 1.197521 -0.100341 0.785729 -0.094 0.418 -0.087 0.57
H 0.549526 -0.428262 -1.236856 -0.001 0.056 -0.058 0.38
H 2.610463 -1.357847 1.739653 0.032 0.010 -0.029 0.38
H -1.513886 1.446300 -1.873436 0.044 0.071 -0.027 0.26
H -4.690964 -0.013731 0.972760 -0.949 -0.019 0.433 0.27
H -0.993542 3.025458 -1.401022 -0.047 -0.005 -0.038 0.22
H 1.554328 -2.182968 0.557936 0.050 -0.073 -0.015 0.35
H 0.930505 -1.684887 2.129435 -0.081 -0.078 0.025 0.30
H -0.750415 -0.494899 -0.062857 -0.016 0.007 0.015 0.15
```
Forces are in eV/Å.